Entry 1:
A structure of composition C21H12BrCl2INOS3W in a non-equilibrium geometry, computed with ωB97M-V with the def2-TZVPD basis set.

Each line ends with the Löwdin charge.
Atoms and positions in Å:
W: 0.36146 -0.05678 -0.14124  0.73
I: -2.05491 -0.58332 1.63341  1.10
Br: -2.28791 -0.80759 -1.91015  0.81
Cl: -0.25724 6.96831 0.82053  0.76
Cl: -3.48151 2.86259 -0.47555  0.76
S: 1.38240 -0.20385 1.79139  0.23
S: 0.16452 -2.40700 -0.49351  0.53
S: 2.02934 -0.20523 -1.82418  0.65
O: -0.85399 1.30618 -0.50544  -0.48
N: 1.42483 2.17022 0.00937  -0.06
C: -4.88301 -3.73570 0.65573  -0.06
C: -1.70322 4.81686 0.16732  -0.09
C: 4.12015 -1.73364 -0.89337  -0.10
C: 4.67469 -2.85336 -0.29999  -0.06
C: -3.33865 -1.97965 -0.83052  -0.68
C: -4.94502 -3.75477 -0.72938  -0.05
C: 0.45530 3.10948 0.08700  -0.16
C: 2.66331 2.54440 0.23847  -0.12
C: -4.16809 -2.88408 -1.47492  -0.11
C: 1.91541 -2.59898 -0.42480  -0.70
C: -0.45373 5.30665 0.43619  -0.59
C: 3.00074 3.86068 0.58104  -0.01
C: 0.68568 4.45645 0.40481  -0.15
C: 2.73687 -1.60233 -0.97378  -0.69
C: -3.28610 -1.95388 0.55561  -0.64
C: 2.48299 -3.72487 0.16524  -0.09
C: 2.02044 4.81751 0.66831  0.02
C: -1.90689 3.45729 -0.14719  -0.57
C: -0.82968 2.61346 -0.18869  -0.33
C: 3.85885 -3.85208 0.22016  -0.06
C: -4.04933 -2.83803 1.30205  -0.14
H: 2.25581 5.83891 0.93538  0.11
H: 5.75088 -2.94970 -0.24946  0.11
H: -3.98559 -2.81603 2.38147  0.10
H: 4.75133 -0.95759 -1.30697  0.11
H: 4.03486 4.10770 0.77272  0.12
H: -5.47767 -4.42127 1.24355  0.12
H: 4.29520 -4.73010 0.67671  0.12
H: 1.83381 -4.48588 0.57766  0.11
H: -5.59800 -4.45103 -1.23730  0.12
H: -2.55956 5.47630 0.19056  0.12
H: 3.42036 1.77303 0.14745  0.11
H: -4.19911 -2.89927 -2.55569  0.11

Summary:
- E_LUMO (eV) = -4.69
- HOMO level (eV) = -11.2
- relative energy (zero: lowest compared OMol25 entry of this formula, charge and spin) (kJ/mol) = 111.61
- charge = +1


Entry 2:
A structure of composition C21H12Cl2N10O6S3Sn in a non-equilibrium geometry, computed with ωB97M-V with the def2-TZVPD basis set.

Each line ends with the Löwdin charge.
Atoms and positions in Å:
Sn: -0.43568 -0.16865 0.32910  1.20
Cl: -1.19299 -4.04356 4.26589  0.64
Cl: 2.44010 -0.63909 2.09751  0.77
S: -0.38779 2.56805 -1.01295  0.47
S: 2.65990 1.15885 -0.87195  0.46
S: -0.37360 -2.34560 1.82117  0.61
O: 2.96522 1.79504 0.37881  -0.33
O: -1.05407 1.39598 -1.59034  -0.36
O: 3.80202 0.50648 -1.49089  -0.33
O: -1.22554 3.74355 -0.97000  -0.30
O: 0.21525 2.22711 0.27110  -0.37
O: 1.49522 0.22427 -0.89708  -0.45
N: -1.97281 -5.21873 -5.17308  0.12
N: -0.20541 2.19334 3.89212  -0.08
N: 0.16080 1.19998 3.17251  -0.06
N: -2.70631 0.01075 0.45209  -0.06
N: -3.56068 -0.66915 -0.34580  -0.06
N: -2.98485 1.90321 1.89551  0.15
N: -4.71848 -0.12532 -0.26035  -0.09
N: -4.69418 0.93107 0.57363  0.02
N: -0.81658 0.92687 2.28722  -0.09
N: -1.42485 2.63230 3.51600  0.03
C: 0.92701 2.97127 -2.15316  -0.22
C: -0.77823 -1.62442 -1.42170  -0.23
C: -0.46676 -3.79972 -2.35965  -0.04
C: 0.24321 -3.08324 4.35964  -0.70
C: 1.83780 -1.60431 3.38468  -0.67
C: -1.40595 -3.49031 -3.34416  -0.25
C: 0.63473 -2.31455 3.24974  -0.68
C: 3.18430 2.82326 -2.96111  -0.06
C: 0.62039 3.85411 -3.18105  -0.06
C: -1.67788 -1.28434 -2.41530  -0.11
C: -1.72623 -4.45051 -4.35091  -0.21
C: -1.77039 1.84965 2.51149  -0.47
C: 2.88101 3.71683 -3.97389  -0.09
C: 2.56188 -1.63979 4.56501  -0.12
C: 0.96268 -3.12052 5.54044  -0.14
C: -2.00585 -2.22872 -3.37442  -0.02
C: 1.59199 4.22119 -4.09519  -0.09
C: 2.20491 2.43584 -2.05481  -0.21
C: -3.44011 0.99427 0.98817  -0.47
C: -0.16195 -2.86135 -1.38416  -0.14
C: 2.13076 -2.38612 5.64438  -0.11
H: 1.34701 4.89861 -4.90396  0.10
H: 2.69805 -2.40077 6.56563  0.09
H: -0.39221 4.22984 -3.23821  0.11
H: 0.02416 -4.76478 -2.37542  0.11
H: 4.16859 2.38965 -2.85479  0.11
H: -3.61867 2.62582 2.18504  0.14
H: 3.64663 4.01435 -4.68007  0.09
H: -2.72870 -2.00341 -4.14813  0.11
H: -2.09989 -0.29223 -2.44029  0.08
H: 3.47543 -1.06333 4.62157  0.10
H: 0.59529 -3.72027 6.36167  0.09
H: 0.55230 -3.09876 -0.60732  0.06

Summary:
- E_LUMO (eV) = 3.99
- HOMO level (eV) = -3.3
- relative energy (zero: lowest compared OMol25 entry of this formula, charge and spin) (kJ/mol) = 63.45
- charge = -2


Entry 3:
A structure of composition C21H12Cl2N10O6S3Sn, computed with ωB97M-V with the def2-TZVPD basis set.

Each line ends with the Löwdin charge.
Atoms and positions in Å:
Sn: 0.26465 0.40388 0.34178  1.14
Cl: -2.88821 4.14504 2.36974  0.63
Cl: -3.22360 -0.44058 -0.54254  0.75
S: 2.18495 -2.05718 0.74489  0.48
S: -1.52328 2.22368 0.27520  0.62
S: -0.48331 -2.51575 -1.48258  0.47
O: 0.79730 -1.90342 1.19425  -0.37
O: 2.58842 -0.78549 0.12808  -0.36
O: -0.96045 -2.62836 -2.84076  -0.32
O: -0.06317 -1.10183 -1.21765  -0.45
O: -1.31460 -3.08752 -0.46215  -0.31
O: 3.10475 -2.58701 1.71657  -0.30
N: -0.61751 -0.79446 4.33409  0.04
N: 2.48786 2.49636 1.22325  -0.04
N: 3.03767 1.99414 3.26495  0.03
N: 1.34681 0.39037 3.73095  0.16
N: -1.75442 -1.09780 3.65798  -0.07
N: 3.31100 2.74412 2.17031  -0.09
N: 1.60966 1.55319 1.65639  -0.07
N: 3.02873 3.72485 -5.85781  0.11
N: -0.53592 0.01256 2.30102  -0.11
N: -1.71744 -0.64496 2.46668  -0.02
C: 1.13262 1.31897 -1.43066  -0.26
C: -4.92358 2.42128 2.45335  -0.14
C: -3.82528 0.67195 0.62649  -0.69
C: 2.50323 1.47585 -1.62161  -0.10
C: 0.74346 2.39386 -3.56614  -0.04
C: 2.62246 3.20741 -4.91268  -0.20
C: 1.08066 -3.42679 -1.47805  -0.19
C: 2.34538 -5.14545 -2.61864  -0.09
C: 0.26744 1.77736 -2.41983  -0.13
C: -3.07651 1.80732 0.96493  -0.69
C: 1.99228 1.27819 2.90607  -0.46
C: 2.14964 -3.24736 -0.59499  -0.21
C: 3.30347 -4.00770 -0.74338  -0.06
C: 2.11520 2.56188 -3.73248  -0.25
C: 2.99539 2.09541 -2.75699  -0.03
C: -3.68758 2.67276 1.88418  -0.68
C: 3.40841 -4.95190 -1.75162  -0.09
C: 1.19669 -4.38268 -2.48164  -0.07
C: -5.60980 1.26775 2.11474  -0.10
C: 0.11043 -0.13268 3.46154  -0.47
C: -5.05725 0.39449 1.19472  -0.13
H: 1.73895 0.21657 4.63806  0.14
H: 4.31649 -5.53341 -1.85541  0.09
H: 4.06164 2.22826 -2.88847  0.11
H: -0.80118 1.64531 -2.30415  0.07
H: -6.56850 1.04954 2.56729  0.09
H: -5.56659 -0.51460 0.90701  0.10
H: -5.32685 3.12694 3.16645  0.09
H: 0.05953 2.73953 -4.33047  0.11
H: 0.36872 -4.50071 -3.16633  0.10
H: 4.11027 -3.85196 -0.04054  0.11
H: 2.40970 -5.88325 -3.40943  0.09
H: 3.19819 1.11267 -0.88079  0.08

Summary:
- E_LUMO (eV) = 4.33
- HOMO level (eV) = -3.3
- relative energy (zero: lowest compared OMol25 entry of this formula, charge and spin) (kJ/mol) = 0.00
- charge = -2


Entry 4:
A structure of composition C21H13Cl2EuN2O5 in a non-equilibrium geometry, computed with ωB97M-V with the def2-TZVPD basis set.

Each line ends with the Löwdin charge.
Atoms and positions in Å:
Eu: -1.19992 0.60372 -0.38499  1.85
Cl: -1.89605 0.52932 -5.28373  0.65
Cl: 3.36645 0.58590 -6.46995  0.60
O: -1.77232 2.48601 0.26590  -0.26
O: -0.38255 -2.90770 3.76193  0.04
O: -0.99894 0.52992 -2.52862  -0.30
O: -1.56534 -1.40726 0.03170  -0.20
O: 0.98067 0.58410 -0.56309  -0.28
N: -0.71979 -0.92765 2.13347  0.04
N: -0.96403 0.40500 1.83959  -0.13
C: -0.24178 0.53923 -4.76998  -0.61
C: 0.76617 0.55575 -5.71337  -0.18
C: -1.17154 3.23246 1.15431  -0.35
C: -0.72715 -4.05253 0.30116  -0.02
C: 1.76036 0.53465 -1.59713  -0.25
C: -0.36887 1.29038 2.55514  -0.07
C: 2.39970 0.54003 -3.94888  -0.10
C: -1.20203 4.63609 1.01402  -0.02
C: -1.04056 -1.75744 1.15935  -0.43
C: -0.00696 0.53189 -3.37173  -0.40
C: -0.21056 -5.89703 1.73259  -0.10
C: -0.45157 -3.69028 2.67431  -0.28
C: -0.55175 5.47052 1.89194  -0.10
C: -0.21533 -5.05630 2.82809  -0.03
C: -0.73809 -3.18674 1.39556  -0.08
C: 0.17519 3.58908 3.16618  -0.06
C: -0.45553 -5.39754 0.45666  -0.10
C: 1.37857 0.53197 -2.96139  -0.16
C: 2.09562 0.55647 -5.28149  -0.71
C: -0.47208 2.70678 2.28635  -0.15
C: 0.14968 4.95120 2.98284  -0.12
H: 0.00023 -6.95074 1.86987  0.10
H: 0.70804 3.16554 4.01074  0.11
H: 2.84327 0.49709 -1.41194  0.10
H: -0.58624 6.54242 1.73625  0.10
H: -1.75130 5.03409 0.16989  0.11
H: 0.23739 0.96600 3.40191  0.13
H: -0.40868 -1.97293 3.44135  0.06
H: 0.52903 0.57122 -6.76821  0.09
H: 3.43276 0.53929 -3.62249  0.10
H: -0.01543 -5.43040 3.82448  0.11
H: 0.66848 5.61083 3.66607  0.09
H: -0.43423 -6.05288 -0.40405  0.09
H: -0.94301 -3.62953 -0.67061  0.12

Summary:
- E_LUMO (alpha / beta) (eV) = 2.22 / 2.25
- HOMO level (alpha / beta) (eV) = -2.4 / -4.8
- relative energy (zero: lowest compared OMol25 entry of this formula, charge and spin) (kJ/mol) = 7.71
- charge = -1
- 2S+1 = 8